(1)
{"formula": "C12H35CdN3O5", "method": "ωB97M-V/def2-TZVPD", "symbols": ["Cd", "O", "O", "O", "O", "O", "N", "N", "N", "C", "C", "C", "C", "C", "C", "C", "C", "C", "C", "C", "C", "H", "H", "H", "H", "H", "H", "H", "H", "H", "H", "H", "H", "H", "H", "H", "H", "H", "H", "H", "H", "H", "H", "H", "H", "H", "H", "H", "H", "H", "H", "H", "H", "H", "H", "H"], "xyz": [[-0.147, 0.107, 0.451], [-3.885, -1.631, -0.859], [0.731, 0.520, 2.318], [0.487, -1.775, 0.777], [-1.037, 1.844, 0.221], [3.335, 2.888, -0.515], [1.460, 0.926, -0.890], [-1.397, -0.537, -1.341], [-1.724, -0.713, 1.993], [2.982, -0.522, -2.100], [-2.426, -0.466, 4.264], [-0.818, -2.232, -2.999], [2.172, 0.737, 2.559], [2.895, 0.589, -1.091], [-2.835, -2.450, -1.374], [-1.510, 0.066, 3.183], [-5.000, -1.354, -1.664], [3.808, 4.177, -0.920], [0.003, 0.193, 3.545], [-1.935, -1.613, -2.205], [3.744, 1.902, -1.434], [2.688, -0.218, 2.466], [-1.136, -2.929, -3.773], [-0.178, -1.529, -3.532], [-1.811, 1.090, 2.961], [-2.490, -1.016, -2.928], [0.380, -0.733, 3.979], [3.348, 4.575, -1.825], [4.885, 4.267, -1.056], [0.139, 0.929, 4.338], [2.403, 1.238, 3.500], [2.698, 1.272, 1.769], [3.640, 4.807, -0.047], [-3.149, -3.337, -1.925], [-2.247, -0.070, 5.264], [2.073, -1.107, -1.958], [4.800, 1.668, -1.294], [-2.274, -2.838, -0.524], [-5.345, -2.322, -2.027], [1.104, -2.146, 1.438], [3.708, 2.105, -2.504], [-1.004, 2.668, -0.302], [-1.165, 0.221, -1.966], [-0.163, -2.634, -2.225], [2.772, -0.163, -3.107], [-4.659, -0.691, -2.459], [3.225, 0.213, -0.123], [-2.690, -0.962, 1.837], [3.932, -1.047, -2.191], [-3.496, -0.398, 4.065], [-1.296, -1.611, 2.164], [-5.835, -0.921, -1.112], [-2.242, -0.358, -0.818], [-2.132, -1.499, 4.448], [1.020, 0.920, -1.799], [1.597, 1.898, -0.654]], "nbo_charge": [1.73, -0.56, -0.60, -1.35, -1.41, -0.56, -0.91, -0.90, -0.87, -0.71, -0.63, -0.69, -0.29, -0.09, -0.09, -0.09, -0.28, -0.44, -0.06, -0.14, -0.26, 0.18, 0.20, 0.21, 0.21, 0.16, 0.16, 0.17, 0.16, 0.18, 0.18, 0.21, 0.18, 0.17, 0.20, 0.24, 0.16, 0.21, 0.16, 0.43, 0.17, 0.45, 0.36, 0.23, 0.19, 0.17, 0.18, 0.37, 0.21, 0.21, 0.39, 0.19, 0.39, 0.19, 0.34, 0.40], "spin_multiplicity": 2, "total_energy_ev": -32278.56378, "lumo_ev": [2.83, 2.74], "max_force_ha_per_bohr": 0.097, "charge": -1, "s_squared": 0.7503}


(2)
{"formula": "C12H35N3O4", "method": "ωB97M-V/def2-TZVPD", "symbols": ["O", "O", "O", "O", "N", "N", "N", "C", "C", "C", "C", "C", "C", "C", "C", "C", "C", "C", "C", "H", "H", "H", "H", "H", "H", "H", "H", "H", "H", "H", "H", "H", "H", "H", "H", "H", "H", "H", "H", "H", "H", "H", "H", "H", "H", "H", "H", "H", "H", "H", "H", "H", "H", "H"], "xyz": [[1.890, -1.068, 0.141], [-3.064, -0.454, -0.974], [0.526, 4.584, 5.133], [2.654, -3.969, -3.848], [-0.252, 0.400, 1.242], [0.572, -6.080, -3.609], [-0.522, 3.749, 1.666], [-1.971, -0.689, -0.117], [-3.979, -1.552, -1.021], [1.816, -4.136, -2.714], [-0.413, -4.749, -1.826], [1.832, 4.039, 5.176], [0.330, 4.351, 2.701], [-0.763, 1.337, -0.944], [0.614, 5.832, 2.426], [2.364, -2.821, -4.594], [0.462, -4.728, -3.056], [-1.351, 0.617, 0.264], [-0.267, 4.103, 4.075], [-0.375, -3.789, -1.307], [2.303, -4.854, -2.050], [1.149, 5.905, 1.479], [-1.209, -1.312, -0.611], [0.047, 1.362, 1.417], [2.900, -2.899, -5.538], [-0.221, -5.562, -1.129], [2.215, 4.286, 6.165], [-1.456, -4.836, -2.155], [1.370, -6.134, -4.239], [-0.311, 6.412, 2.389], [0.816, -6.732, -2.866], [1.967, -0.673, -0.732], [-0.004, 0.742, -1.461], [-4.632, -1.351, -1.864], [-0.434, 3.021, 4.206], [-3.434, -2.489, -1.139], [2.705, -1.908, -4.081], [1.222, 6.275, 3.215], [1.120, -0.617, 0.549], [-1.594, 1.446, -1.643], [-4.574, -1.560, -0.104], [-0.684, 4.411, 0.908], [-0.059, -4.127, -3.805], [-0.546, 0.103, 2.169], [1.807, 2.960, 5.006], [1.710, -3.175, -2.193], [-2.068, 1.291, 0.749], [2.490, 4.538, 4.458], [-0.295, 2.281, -0.679], [-2.289, -1.242, 0.781], [-1.224, 4.627, 4.139], [1.297, 3.841, 2.630], [1.295, -2.683, -4.793], [-1.484, 3.674, 2.005]], "nbo_charge": [-0.98, -0.55, -0.54, -0.54, -0.86, -0.83, -0.85, -0.06, -0.25, -0.08, -0.61, -0.26, -0.08, -0.62, -0.63, -0.25, -0.09, -0.07, -0.06, 0.21, 0.19, 0.21, 0.17, 0.39, 0.19, 0.21, 0.20, 0.22, 0.36, 0.20, 0.34, 0.45, 0.20, 0.20, 0.16, 0.17, 0.16, 0.22, 0.49, 0.23, 0.17, 0.36, 0.18, 0.36, 0.17, 0.17, 0.17, 0.17, 0.22, 0.16, 0.18, 0.18, 0.16, 0.35], "spin_multiplicity": 1, "total_energy_ev": -25670.38578, "lumo_ev": 0.60, "max_force_ha_per_bohr": 0.027, "charge": 0}


(3)
{"formula": "C12H35N3O5Sr2", "method": "ωB97M-V/def2-TZVPD", "symbols": ["Sr", "Sr", "O", "O", "O", "O", "O", "N", "N", "N", "C", "C", "C", "C", "C", "C", "C", "C", "C", "C", "C", "C", "H", "H", "H", "H", "H", "H", "H", "H", "H", "H", "H", "H", "H", "H", "H", "H", "H", "H", "H", "H", "H", "H", "H", "H", "H", "H", "H", "H", "H", "H", "H", "H", "H", "H", "H"], "xyz": [[-18.876, -13.943, 3.778], [-15.336, -13.563, 4.432], [-17.284, -12.115, 4.402], [-14.483, -11.711, 10.421], [-17.343, -14.705, 5.525], [-20.111, -16.010, 3.883], [-16.775, -19.288, 5.776], [-17.198, -20.299, 2.223], [-20.136, -14.247, 6.157], [-15.538, -12.181, 6.917], [-20.178, -16.557, 5.214], [-18.811, -20.569, 4.018], [-19.769, -16.963, 2.892], [-14.494, -11.526, 9.046], [-13.250, -12.117, 10.959], [-22.289, -15.368, 5.935], [-15.626, -12.328, 8.427], [-15.574, -13.807, 8.766], [-15.857, -18.321, 6.188], [-16.440, -19.972, 4.570], [-20.812, -15.606, 6.202], [-17.558, -19.825, 3.576], [-20.045, -16.655, 1.887], [-14.812, -14.306, 8.163], [-19.158, -16.852, 5.477], [-14.615, -10.460, 8.793], [-13.526, -11.789, 8.587], [-12.881, -13.023, 10.459], [-16.487, -12.276, 6.554], [-15.340, -13.933, 9.820], [-17.801, -18.760, 3.492], [-18.632, -21.646, 3.988], [-16.533, -14.280, 8.547], [-16.224, -21.011, 4.833], [-15.522, -19.551, 4.134], [-17.248, -11.277, 4.876], [-15.260, -11.226, 6.690], [-13.428, -12.376, 12.002], [-20.814, -17.448, 5.225], [-20.304, -17.898, 3.090], [-17.071, -15.565, 5.873], [-15.919, -17.404, 5.565], [-22.678, -14.731, 6.731], [-20.628, -15.957, 7.218], [-12.488, -11.335, 10.927], [-14.826, -18.691, 6.134], [-19.070, -20.341, 5.056], [-18.712, -17.244, 2.987], [-19.116, -14.327, 6.154], [-16.575, -11.883, 8.730], [-16.066, -18.052, 7.223], [-22.423, -14.804, 5.012], [-19.670, -20.313, 3.402], [-22.865, -16.290, 5.889], [-16.470, -19.706, 1.831], [-16.750, -21.211, 2.301], [-20.386, -13.746, 7.000]], "lowdin_charge": [1.65, 1.61, -0.68, -0.17, -0.63, -0.39, -0.18, 0.05, -0.02, -0.03, -0.17, -0.05, -0.07, -0.24, -0.09, -0.04, -0.37, -0.04, -0.12, -0.19, -0.38, -0.45, 0.11, 0.08, 0.13, 0.13, 0.13, 0.09, 0.02, 0.09, 0.09, 0.09, 0.07, 0.14, 0.12, -0.04, 0.08, 0.10, 0.15, 0.11, -0.06, 0.06, 0.09, 0.15, 0.10, 0.10, 0.08, 0.08, -0.01, 0.15, 0.10, 0.08, 0.07, 0.09, 0.07, 0.08, 0.10], "spin_multiplicity": 1, "total_energy_ev": -29379.12781, "lumo_ev": -7.39, "max_force_ha_per_bohr": 0.042, "charge": 2}


(4)
{"formula": "C12H36BF4O12", "method": "ωB97M-V/def2-TZVPD", "symbols": ["F", "F", "F", "F", "O", "O", "O", "O", "O", "O", "O", "O", "O", "O", "O", "O", "C", "C", "C", "C", "C", "C", "C", "C", "C", "C", "C", "C", "B", "H", "H", "H", "H", "H", "H", "H", "H", "H", "H", "H", "H", "H", "H", "H", "H", "H", "H", "H", "H", "H", "H", "H", "H", "H", "H", "H", "H", "H", "H", "H", "H", "H", "H", "H", "H"], "xyz": [[0.334, -0.899, 0.070], [0.844, 1.268, -0.395], [-1.378, 0.576, -0.476], [-0.255, 0.763, 1.535], [-3.613, 1.397, -3.222], [-2.299, -1.171, -2.517], [-0.639, -3.688, 4.834], [2.918, 2.346, 4.845], [2.960, -0.853, 0.193], [-1.708, -4.658, -1.628], [5.468, 0.208, 1.711], [1.533, 3.542, -2.041], [-6.172, 2.734, -3.697], [-0.793, 1.993, -2.611], [-0.241, -1.344, 3.614], [4.083, -0.101, 4.009], [-1.892, -2.508, -2.693], [0.641, 3.840, -3.097], [2.740, -0.034, 4.438], [0.411, -3.609, 3.860], [3.759, 0.295, -0.043], [-1.913, -3.279, -1.393], [-4.877, 0.747, -2.966], [-0.788, 3.403, -2.813], [0.069, -2.507, 2.869], [2.130, 1.340, 4.224], [-5.876, 1.357, -3.922], [5.169, -0.005, 0.332], [-0.135, 0.437, 0.183], [1.339, -3.379, 4.387], [-2.549, -5.118, -1.650], [2.657, -0.373, 5.468], [3.392, 1.162, 0.527], [-0.250, -0.618, 2.975], [-5.486, 1.253, -4.937], [0.605, 4.933, -3.207], [-2.511, -2.961, -3.473], [-1.145, -2.921, -0.699], [-1.304, 3.598, -3.761], [-0.975, 1.777, -1.687], [2.108, -0.696, 3.831], [2.044, 1.559, 3.154], [5.793, 0.684, -0.262], [0.403, -4.566, 3.343], [5.506, -1.007, 0.055], [-0.956, -2.787, 4.970], [6.408, 0.103, 1.860], [-0.799, -2.797, 2.260], [0.949, 3.440, -4.070], [-5.104, 0.875, -1.911], [0.849, -2.408, 2.103], [4.147, 0.276, 3.116], [-0.896, -2.603, -3.152], [1.200, 2.715, -1.652], [-6.178, 3.173, -4.548], [-4.728, -0.257, -3.374], [-3.048, 1.259, -2.457], [-1.272, 3.870, -1.956], [2.041, -0.786, -0.130], [3.630, 0.549, -1.100], [-6.778, 0.728, -3.829], [-2.813, -3.048, -0.808], [1.137, 1.333, 4.674], [-1.727, -0.774, -1.841], [3.833, 2.227, 4.573]], "nbo_charge": [-0.57, -0.57, -0.57, -0.57, -0.73, -0.73, -0.74, -0.74, -0.76, -0.73, -0.74, -0.74, -0.72, -0.75, -0.76, -0.75, -0.08, -0.08, -0.09, -0.08, -0.09, -0.10, -0.10, -0.09, -0.10, -0.09, -0.08, -0.08, 1.35, 0.17, 0.47, 0.17, 0.18, 0.51, 0.17, 0.16, 0.16, 0.19, 0.17, 0.49, 0.17, 0.17, 0.15, 0.18, 0.17, 0.48, 0.48, 0.16, 0.15, 0.18, 0.19, 0.49, 0.16, 0.50, 0.47, 0.18, 0.48, 0.17, 0.50, 0.18, 0.15, 0.16, 0.18, 0.49, 0.47], "spin_multiplicity": 1, "total_energy_ev": -49150.57905, "lumo_ev": 2.64, "max_force_ha_per_bohr": 0.051, "charge": -1}


(5)
{"formula": "C12H36CrO6S6", "method": "ωB97M-V/def2-TZVPD", "symbols": ["Cr", "S", "S", "S", "S", "S", "S", "O", "O", "O", "O", "O", "O", "C", "C", "C", "C", "C", "C", "C", "C", "C", "C", "C", "C", "H", "H", "H", "H", "H", "H", "H", "H", "H", "H", "H", "H", "H", "H", "H", "H", "H", "H", "H", "H", "H", "H", "H", "H", "H", "H", "H", "H", "H", "H", "H", "H", "H", "H", "H", "H"], "xyz": [[0.067, -0.463, -0.459], [0.006, -3.795, -0.522], [2.872, -0.528, -2.455], [-3.051, 0.244, -1.770], [2.236, -0.572, 2.159], [-2.107, -0.282, 2.277], [0.094, 3.011, -0.485], [1.331, -0.862, 0.905], [0.356, 1.522, -0.246], [-0.244, -2.339, -0.911], [-1.115, -0.381, 1.108], [1.478, -0.268, -1.824], [-1.570, 0.007, -1.424], [1.665, 3.642, -1.034], [1.637, -1.599, 3.455], [1.731, -3.863, -0.144], [2.960, 0.673, -3.740], [3.862, 0.296, -1.284], [-3.100, 1.108, -3.317], [-0.001, 3.866, 1.026], [-2.650, 1.411, 2.132], [-0.603, -3.824, 1.169], [-3.707, -1.279, -2.219], [-3.625, -0.918, 1.560], [1.687, 1.040, 2.777], [-3.641, 1.384, 2.537], [2.242, -1.417, 4.342], [2.071, 0.533, -4.452], [2.232, 1.774, 2.159], [-2.050, 2.163, 2.734], [-4.359, -0.719, 2.281], [1.963, 3.283, -1.991], [-3.967, -1.830, -1.305], [-4.029, -0.510, 0.608], [2.450, 3.218, -0.380], [-4.148, 1.359, -3.439], [-2.784, 0.470, -4.156], [3.957, 0.791, -4.112], [2.903, 1.708, -3.343], [3.934, -0.219, -0.256], [0.654, -1.293, 3.671], [2.154, -3.432, -1.094], [-3.440, -1.942, 1.474], [-2.482, 1.926, -3.165], [3.540, 1.358, -1.129], [2.091, 1.118, 3.832], [-0.135, -3.143, 1.841], [0.856, 3.701, 1.693], [-2.624, 1.656, 1.044], [-1.646, -3.842, 1.328], [1.746, -2.633, 3.184], [-0.204, -4.707, 1.595], [2.081, -3.264, 0.664], [-2.971, -1.867, -2.739], [4.838, 0.340, -1.695], [1.650, 4.724, -1.060], [0.594, 1.135, 2.765], [-4.634, -1.220, -2.817], [-0.785, 3.510, 1.679], [1.965, -4.891, 0.075], [-0.217, 4.916, 0.921]], "nbo_charge": [1.13, 1.33, 1.30, 1.27, 1.24, 1.26, 1.30, -0.97, -0.96, -0.95, -0.99, -1.00, -0.98, -0.82, -0.82, -0.83, -0.85, -0.84, -0.80, -0.87, -0.82, -0.82, -0.87, -0.80, -0.81, 0.24, 0.26, 0.28, 0.25, 0.24, 0.24, 0.25, 0.25, 0.24, 0.23, 0.25, 0.25, 0.26, 0.23, 0.26, 0.24, 0.26, 0.23, 0.24, 0.23, 0.26, 0.24, 0.24, 0.25, 0.24, 0.25, 0.24, 0.24, 0.26, 0.24, 0.26, 0.24, 0.27, 0.25, 0.25, 0.28], "spin_multiplicity": 5, "total_energy_ev": -118728.05053, "lumo_ev": [-4.13, -4.14], "max_force_ha_per_bohr": 0.103, "charge": 2, "s_squared": 6.0075}


(6)
{"formula": "C12H36FNa2O16P4", "method": "ωB97M-V/def2-TZVPD", "symbols": ["P", "P", "P", "P", "Na", "Na", "F", "O", "O", "O", "O", "O", "O", "O", "O", "O", "O", "O", "O", "O", "O", "O", "O", "C", "C", "C", "C", "C", "C", "C", "C", "C", "C", "C", "C", "H", "H", "H", "H", "H", "H", "H", "H", "H", "H", "H", "H", "H", "H", "H", "H", "H", "H", "H", "H", "H", "H", "H", "H", "H", "H", "H", "H", "H", "H", "H", "H", "H", "H", "H", "H"], "xyz": [[0.103, 0.364, 3.904], [-1.114, 2.653, -1.384], [-1.919, -4.089, -0.848], [2.620, 0.808, -1.017], [-1.500, -1.632, 0.803], [-0.043, 0.089, -1.964], [-0.318, -1.060, -0.544], [2.446, 1.132, 0.546], [-2.653, 3.239, -1.341], [-0.985, 1.526, -2.351], [1.424, 1.327, 4.032], [3.394, -0.588, -1.042], [-1.993, -3.003, 0.161], [3.654, 1.948, -1.532], [-0.905, -3.724, -2.082], [-0.205, 3.986, -1.732], [-0.626, 2.252, 0.129], [-3.349, -4.569, -1.557], [-1.137, 1.370, 4.265], [1.339, 0.791, -1.784], [-1.388, -5.486, -0.222], [0.179, -0.905, 4.683], [-0.119, 0.231, 2.300], [-4.556, -4.669, -0.869], [-2.402, 1.119, 3.790], [2.028, 2.419, 0.892], [2.683, -1.808, -1.270], [1.111, 3.903, -1.940], [-3.349, 3.508, -2.566], [3.850, 2.112, -2.938], [0.436, -3.466, -1.870], [1.540, 2.642, 3.412], [-0.573, -5.442, 0.917], [0.919, -0.483, 1.565], [-1.124, 1.120, 0.749], [1.641, 4.254, -1.055], [1.490, 0.261, 1.010], [1.401, 4.540, -2.774], [-4.667, -5.743, -0.719], [2.734, 2.775, 1.643], [-1.236, 1.171, 1.832], [0.474, -1.198, 0.873], [1.048, 2.365, 1.368], [-4.521, -4.199, 0.114], [3.259, -2.505, -0.661], [-2.803, 2.049, 3.386], [1.473, 2.888, -2.104], [3.526, 3.056, -3.375], [-0.337, -4.504, 1.419], [0.375, -5.884, 0.610], [-2.983, 0.923, 4.692], [0.867, -4.043, -1.052], [-0.491, 0.255, 0.549], [1.683, -1.776, -0.838], [0.644, -2.416, -1.668], [3.368, 1.308, -3.495], [-2.097, 0.780, 0.394], [2.675, -2.091, -2.322], [1.646, -0.944, 2.234], [-2.678, 3.921, -3.319], [2.221, 2.561, 2.565], [1.905, 3.365, 4.142], [-2.580, 0.283, 3.114], [2.079, 3.165, 0.099], [-0.940, -6.117, 1.690], [-5.373, -4.318, -1.499], [0.651, 3.106, 2.985], [-3.699, 2.583, -3.024], [-4.151, 4.207, -2.330], [4.935, 2.059, -3.016], [0.988, -3.751, -2.766]], "lowdin_charge": [0.53, 0.64, 0.63, 0.58, 0.41, 0.25, -0.49, -0.18, -0.21, -0.23, -0.18, -0.15, -0.28, -0.20, -0.16, -0.16, -0.16, -0.21, -0.19, -0.26, -0.18, -0.22, -0.37, -0.11, -0.14, -0.09, -0.08, -0.17, -0.08, -0.07, -0.14, -0.08, -0.12, -0.05, -0.16, 0.09, 0.00, 0.11, 0.10, 0.10, 0.06, 0.06, 0.08, 0.09, 0.12, 0.11, 0.05, 0.09, 0.09, 0.09, 0.10, 0.10, 0.04, 0.04, 0.02, 0.09, 0.13, 0.11, 0.12, 0.09, 0.00, 0.11, 0.09, 0.09, 0.10, 0.10, 0.11, 0.09, 0.10, 0.10, 0.11], "spin_multiplicity": 1, "total_energy_ev": -94486.61666, "lumo_ev": -2.22, "max_force_ha_per_bohr": 0.279, "charge": 1}